No. 1
29
Properties=species:S:1:pos:R:3:forces:R:3 method="wB97M-V/def2-TZVPD" charge=+2 lumo_energy_ha=-0.2777 homo_ev=-17.034
Be -0.3915 -0.6168 -0.8321 0.30 1.02 -0.83
C -1.8162 0.2779 -1.9425 13.62 5.12 -6.48
C -1.2292 1.6415 -2.0512 1.08 -1.34 0.04
C 0.1608 1.8974 -2.5893 -3.62 2.39 1.09
C 0.8900 0.8074 -2.9845 5.08 -0.32 -2.75
C 0.3397 -0.4457 -3.1086 -4.26 -6.73 -0.52
C -1.0379 -0.7555 -2.6236 -0.19 3.59 1.31
H -2.5908 0.0224 -1.5702 -10.31 -2.41 4.64
H -1.8594 2.4397 -1.6389 0.55 -0.01 -0.40
H 0.5173 3.0533 -2.7579 -0.83 -3.26 0.67
H 2.1205 0.8852 -3.4838 -4.09 0.09 1.77
H 0.5287 -1.6250 -3.6685 1.16 4.28 1.45
H -1.7503 -1.5707 -2.6107 1.30 -1.40 -0.96
C 0.3992 -2.9031 2.5184 1.87 0.29 -0.19
N 0.4011 -1.4379 2.2443 -0.57 -1.48 -0.33
C 0.4340 -0.4798 3.1760 0.18 2.75 0.71
C 0.4056 0.8708 2.8241 0.18 -1.22 1.16
C 0.3384 1.2241 1.4652 0.35 0.12 -0.39
N 0.1498 0.2283 0.5990 -0.19 -1.44 -0.92
C 0.1568 -1.0702 0.9962 0.29 1.69 0.83
O -0.1389 -1.8479 0.0485 -0.15 -1.35 -0.65
N 0.4906 2.4507 0.9932 -0.83 -2.33 -1.73
H 1.4396 -3.2613 2.3290 -0.81 0.15 0.24
H -0.2385 -3.3338 1.7786 -0.56 -0.54 -0.03
H 0.1346 -3.1008 3.5450 -0.30 0.02 0.12
H 0.4812 -0.8180 4.2114 0.10 0.20 -0.26
H 0.4707 1.6671 3.5531 -0.01 -0.30 0.23
H 0.7157 3.1621 1.5789 0.68 2.54 2.03
H 0.4785 2.6385 0.0008 -0.01 -0.14 0.15

=====

No. 2
8
Properties=species:S:1:pos:R:3:forces:R:3 method="wB97M-V/def2-TZVPD" lumo_energy_ha=-0.0749 relative_energy_kcal_mol=55.9 homo_ev=-10.308
C -0.8860 1.5294 -0.5820 0.94 0.70 0.54
N -1.5375 0.6042 -0.4335 -0.88 1.07 -0.51
O 1.8680 -0.4045 1.8479 -1.12 -1.18 -1.54
S 2.0732 -0.2280 -0.9555 -0.51 -0.63 0.42
S 1.3470 -1.0431 0.6021 1.91 1.74 1.15
H -0.1789 2.3429 -0.5291 -0.36 -0.21 -0.32
H -1.2427 -1.6727 -0.2476 -0.41 0.48 1.42
H -1.4431 -1.1282 0.2977 0.42 -1.97 -1.16

=====

No. 3
157
Properties=species:S:1:pos:R:3:forces:R:3 method="wB97M-V/def2-TZVPD" lumo_energy_ha=0.0199 smiles=C#CB(O)CCCCCCCCCCCCCC.CC(C)O.CC(C)O.CC(C)O.CC(C)O.CC(C)O.CC(C)O.CC(C)O.CC(C)O.CC(C)O homo_ev=-9.671
C -2.4114 -2.0702 7.6935 -0.37 -0.26 0.00
C -1.4463 -1.5392 7.2118 0.35 0.14 0.09
B -0.1632 -0.9303 6.6016 -0.02 0.09 -0.21
O 0.5256 0.0736 7.2804 0.20 -0.49 -0.12
C 0.3137 -1.4088 5.1921 -0.15 0.41 0.17
C -0.6255 -0.8004 4.1128 -0.36 -0.26 -0.06
C -1.0053 -1.6951 2.9056 0.24 0.33 -0.24
C 0.0114 -2.7707 2.5445 -0.13 -0.16 0.08
C 1.3979 -2.1987 2.2645 0.12 -0.27 0.09
C 2.4962 -3.2650 2.2651 -0.30 -0.04 -0.33
C 3.8450 -2.7345 1.7827 0.13 0.03 0.26
C 4.5883 -2.0138 2.9132 -0.15 -0.05 -0.17
C 6.0542 -1.7056 2.6393 -0.02 0.12 0.04
C 6.7184 -1.0220 3.8425 -0.05 0.01 -0.19
C 7.9259 -0.1347 3.5096 -0.05 -0.09 0.15
C 8.0540 1.0662 4.4498 0.12 0.09 -0.20
C 6.9492 2.1099 4.2832 0.48 -0.20 0.18
C 7.1799 3.3509 5.1639 -0.03 -0.11 -0.09
H -3.2777 -2.5743 8.0627 0.13 0.13 0.02
H 1.0517 -0.3012 7.9950 -0.16 0.31 0.30
H 0.3047 -2.5013 5.1604 0.02 0.03 -0.06
H 1.3336 -1.0461 5.0375 0.02 -0.24 -0.06
H -1.5670 -0.4974 4.5888 0.05 0.04 -0.07
H -0.1948 0.1212 3.7305 0.14 -0.04 0.21
H -1.0731 -1.0192 2.0440 -0.19 -0.09 0.03
H -2.0072 -2.1184 3.0193 0.13 -0.12 0.14
H -0.3584 -3.3200 1.6700 0.11 0.02 0.02
H 0.0798 -3.5204 3.3433 0.02 0.07 -0.02
H 1.6263 -1.4591 3.0360 0.06 0.11 -0.28
H 1.4014 -1.6986 1.2888 -0.06 0.11 0.11
H 2.6015 -3.6632 3.2817 0.00 -0.08 -0.06
H 2.1713 -4.0991 1.6319 0.06 0.03 0.02
H 3.6741 -2.0402 0.9514 0.11 -0.09 -0.02
H 4.4590 -3.5549 1.3956 -0.04 0.01 0.09
H 4.4964 -2.6277 3.8180 0.10 0.09 0.03
H 4.0794 -1.0647 3.1205 -0.01 -0.08 0.13
H 6.5842 -2.6322 2.3917 0.00 0.08 -0.12
H 6.1090 -1.0473 1.7629 0.07 -0.08 0.02
H 7.0337 -1.8052 4.5386 -0.11 0.13 0.17
H 5.9578 -0.4249 4.3552 0.13 -0.16 -0.05
H 7.8472 0.2197 2.4756 0.05 0.03 0.04
H 8.8411 -0.7296 3.5841 0.01 0.05 -0.18
H 8.0499 0.7068 5.4861 0.04 0.05 0.01
H 9.0207 1.5559 4.2844 0.01 -0.07 0.06
H 6.8987 2.4075 3.2309 -0.12 -0.03 0.00
H 5.9855 1.6681 4.5539 1.53 -0.27 -0.53
H 6.2353 3.7605 5.5294 0.44 0.08 -0.16
H 7.6930 4.1418 4.6144 0.09 -0.05 0.08
H 7.7835 3.0923 6.0386 -0.01 0.05 -0.03
C -2.3827 0.3593 -2.4117 -0.01 0.08 0.04
C -1.8453 -0.1684 -1.0921 -0.08 -0.09 -0.12
C -1.3883 -1.6117 -1.2099 0.10 -0.13 0.12
O -2.8312 -0.0481 -0.0647 -0.03 0.08 0.05
H -3.2427 -0.2308 -2.7360 0.04 -0.03 -0.03
H -2.7066 1.3956 -2.3126 0.01 0.00 0.00
H -1.6295 0.3067 -3.1993 0.00 -0.01 -0.01
H -1.0136 0.4574 -0.7598 -0.02 0.01 0.05
H -2.2325 -2.2457 -1.4881 0.00 0.03 -0.07
H -1.0036 -1.9699 -0.2533 0.04 0.04 -0.01
H -0.6056 -1.7262 -1.9624 0.00 0.03 -0.01
H -3.5800 -0.6015 -0.3206 0.04 -0.05 0.00
C -5.0178 -4.7032 -3.1897 0.06 0.03 -0.02
C -5.1078 -4.0122 -1.8393 -0.07 -0.05 -0.03
C -6.5270 -4.0002 -1.2966 0.01 0.06 0.04
O -4.5847 -2.6853 -1.9193 -0.03 0.10 0.05
H -5.6357 -4.1775 -3.9237 -0.03 -0.02 0.01
H -3.9899 -4.7037 -3.5513 0.00 0.00 0.01
H -5.3678 -5.7343 -3.1286 -0.01 0.00 0.00
H -4.4526 -4.5197 -1.1284 0.01 0.01 0.00
H -7.1869 -3.4558 -1.9785 -0.01 -0.03 -0.01
H -6.5617 -3.5063 -0.3259 0.01 -0.01 0.00
H -6.9153 -5.0134 -1.1866 0.00 -0.01 -0.01
H -5.1277 -2.1865 -2.5408 0.02 -0.01 -0.01
C -3.0776 1.0480 -7.8427 -0.07 0.15 0.07
C -2.6256 0.5097 -6.4974 0.03 -0.11 -0.09
C -2.1539 -0.9335 -6.5857 -0.01 -0.01 0.09
O -3.6677 0.6337 -5.5263 -0.03 0.01 0.05
H -3.9173 0.4624 -8.2242 0.06 -0.06 -0.03
H -3.4027 2.0844 -7.7552 0.02 0.00 -0.01
H -2.2747 0.9927 -8.5796 0.00 -0.03 -0.01
H -1.8147 1.1303 -6.1086 -0.02 0.02 0.03
H -2.9667 -1.5735 -6.9392 0.02 0.01 -0.05
H -1.8313 -1.2914 -5.6068 0.00 0.01 0.00
H -1.3251 -1.0350 -7.2880 0.00 0.00 -0.01
H -4.4101 0.1009 -5.8324 0.00 0.03 -0.03
C 4.1178 1.5355 7.9021 -0.04 -0.09 -0.03
C 4.7543 1.3294 6.5352 -0.16 0.14 0.08
C 4.2882 2.3707 5.5300 -0.98 0.09 0.11
O 4.4906 0.0132 6.0492 -0.09 0.03 0.09
H 3.0310 1.4413 7.8144 0.01 0.06 0.01
H 4.4713 0.7827 8.6072 0.03 0.00 -0.01
H 4.3407 2.5240 8.3057 0.02 0.01 -0.03
H 5.8417 1.3775 6.6285 0.01 -0.04 0.04
H 3.2045 2.3015 5.3954 -0.05 0.00 0.12
H 4.7608 2.2046 4.5611 -1.13 0.41 0.33
H 4.5260 3.3810 5.8666 -0.29 -0.15 0.03
H 3.5352 -0.0717 5.9398 -0.01 0.00 -0.02
C -1.4647 3.5231 5.4566 0.02 -0.07 0.02
C -0.6122 3.5675 4.1989 -0.09 0.06 0.00
C -0.9922 4.7238 3.2886 0.00 -0.02 -0.07
O -0.6922 2.3329 3.4906 0.05 0.11 -0.01
H -2.5179 3.3889 5.1926 0.00 0.03 0.00
H -1.1653 2.6895 6.0923 0.01 0.00 0.00
H -1.3734 4.4476 6.0288 0.00 0.01 -0.01
H 0.4398 3.6557 4.4795 0.01 -0.01 -0.01
H -2.0321 4.6145 2.9650 -0.01 0.04 0.03
H -0.3659 4.7294 2.3966 0.02 0.00 0.01
H -0.8915 5.6856 3.7941 0.00 -0.01 0.02
H -1.6058 2.2072 3.2078 0.01 -0.03 -0.03
C 4.0725 -6.9122 3.8734 0.00 0.07 -0.01
C 3.1329 -7.2177 2.7179 0.13 -0.06 0.05
C 2.8758 -8.7087 2.5685 -0.05 0.01 -0.03
O 3.6497 -6.6784 1.5019 -0.07 0.04 0.00
H 5.0429 -7.3891 3.7066 -0.01 -0.03 0.02
H 4.2345 -5.8370 3.9562 -0.01 0.00 0.00
H 3.6719 -7.2791 4.8195 0.00 -0.01 0.00
H 2.1869 -6.6966 2.8787 0.00 0.02 -0.06
H 3.8134 -9.2330 2.3619 0.01 -0.01 0.04
H 2.1942 -8.8966 1.7392 0.00 0.01 0.00
H 2.4446 -9.1303 3.4776 0.01 0.00 0.01
H 4.4919 -7.1135 1.3283 0.00 0.03 -0.04
C -1.3577 7.4023 0.5129 0.05 0.05 -0.03
C -2.4744 7.1961 -0.4973 0.02 -0.09 0.05
C -3.0738 5.8022 -0.3987 -0.02 0.00 -0.06
O -2.0167 7.4584 -1.8228 -0.01 0.03 0.01
H -0.5464 6.6920 0.3281 -0.02 -0.03 0.03
H -0.9468 8.4088 0.4345 -0.02 0.01 -0.01
H -1.7164 7.2479 1.5316 0.00 -0.01 0.00
H -3.2568 7.9385 -0.3270 0.00 0.01 -0.01
H -2.3109 5.0463 -0.6068 0.01 0.00 0.04
H -3.8778 5.6788 -1.1239 0.00 0.01 0.00
H -3.4719 5.6129 0.5994 0.01 0.00 0.01
H -1.3219 6.8220 -2.0257 -0.01 0.01 -0.02
C -2.5973 -1.1357 -12.1594 -0.04 0.05 0.03
C -2.1974 -1.6905 -10.8023 0.02 -0.03 -0.07
C -1.6726 -3.1136 -10.8988 -0.02 -0.01 0.07
O -3.2859 -1.6131 -9.8834 -0.05 -0.03 0.03
H -3.3994 -1.7409 -12.5921 0.02 -0.02 -0.02
H -2.9599 -0.1127 -12.0616 0.01 0.00 0.01
H -1.7556 -1.1434 -12.8530 0.01 -0.01 0.00
H -1.4275 -1.0511 -10.3643 -0.01 0.00 0.01
H -2.4483 -3.7750 -11.2958 0.01 0.00 -0.03
H -1.3848 -3.4823 -9.9144 0.00 0.01 0.00
H -0.8073 -3.1717 -11.5603 0.00 0.01 -0.01
H -4.0004 -2.1651 -10.2207 0.02 0.00 -0.01
C -5.8184 5.0211 -6.5965 0.01 -0.07 0.01
C -4.9085 5.2161 -7.7983 -0.08 0.04 0.05
C -5.2838 6.4480 -8.6054 0.03 -0.03 -0.06
O -4.9047 4.0507 -8.6220 0.04 0.00 -0.04
H -6.8524 4.8822 -6.9264 -0.01 0.03 0.00
H -5.5199 4.1375 -6.0326 0.01 0.00 0.00
H -5.7875 5.8863 -5.9329 0.00 0.01 0.00
H -3.8759 5.3094 -7.4556 0.01 -0.01 -0.01
H -6.3028 6.3495 -8.9912 -0.01 0.02 0.03
H -4.6110 6.5692 -9.4541 0.01 0.00 0.01
H -5.2394 7.3494 -7.9928 0.00 0.00 0.01
H -5.7988 3.9166 -8.9555 0.00 0.00 0.01

=====

Looking at gap between HOMO and LUMO for the records above, in order, we have 9.48; 8.27; 10.21 eV.